{
  "formula": "C5H12N6",
  "method": "the ωB97M-V functional and the def2-TZVPD basis",
  "total_charge": 2,
  "e_homo_ev": [-14.7, -16.0],
  "orbital_gap_ev": [6.84, 8.31],
  "lumo_energy_ev": [-7.8, -7.7],
  "symbols": ["C", "C", "C", "C", "C", "N", "N", "N", "N", "N", "N", "H", "H", "H", "H", "H", "H", "H", "H", "H", "H", "H", "H"],
  "coordinates": [[1.29759, 1.41134, 0.24994], [1.60895, -0.88449, -0.33823], [-2.43886, -0.02174, -1.64217], [-0.39392, -0.20637, 0.68487], [-1.66350, -0.52259, 1.34829], [-1.25741, 0.16330, -1.60842], [1.98750, 0.41887, -0.49086], [0.09964, 1.06974, 0.70744], [0.47119, -1.16792, 0.30790], [2.44174, -1.83446, -0.74792], [1.72280, 2.65007, 0.32182], [-2.93324, 0.16765, -2.58619], [-3.16911, -0.07115, -0.77354], [-2.52577, -0.86939, 0.70013], [-2.05143, 0.31298, 1.94620], [-1.37412, -1.55486, 1.92536], [2.96643, 0.55488, -0.79633], [-0.37193, 1.76661, 1.17256], [0.10114, -2.04986, 0.29436], [3.44948, -1.77474, -1.14213], [2.06771, -2.75589, -0.62918], [2.32260, 2.86197, -0.46697], [1.43056, 3.50405, 0.98060]],
  "nbo_charge": [0.671, 0.700, -0.164, 0.383, -0.673, -0.303, -0.581, -0.492, -0.533, -0.717, -0.747, 0.251, 0.205, 0.263, 0.269, 0.255, 0.462, 0.446, 0.448, 0.484, 0.436, 0.437, 0.500]
}

{
  "formula": "C36H42HgN6O5Si",
  "method": "the ωB97M-V functional and the def2-TZVPD basis",
  "total_charge": -1,
  "e_homo_ev": [-2.9, -5.2],
  "s_squared": 0.774,
  "spin_multiplicity": 2,
  "orbital_gap_ev": [5.18, 7.51],
  "lumo_energy_ev": [2.3, 2.3],
  "symbols": ["Hg", "N", "C", "C", "N", "C", "C", "N", "C", "C", "N", "H", "H", "H", "H", "H", "H", "H", "H", "H", "H", "H", "H", "H", "H", "H", "H", "H", "H", "O", "C", "C", "C", "C", "C", "C", "C", "O", "N", "O", "O", "H", "H", "H", "H", "C", "C", "C", "N", "C", "C", "H", "H", "H", "H", "H", "O", "Si", "C", "C", "C", "C", "C", "C", "C", "C", "C", "C", "C", "C", "C", "C", "C", "C", "C", "C", "H", "H", "H", "H", "H", "H", "H", "H", "H", "H", "H", "H", "H", "H", "H"],
  "coordinates": [[0.57770, -1.06337, -0.04161], [-1.74251, -0.51596, -1.02121], [-1.37821, -0.35374, -2.43771], [1.18686, -0.69373, -3.18438], [2.25763, -1.04672, -2.25003], [2.93627, -2.28368, -2.59326], [2.29806, -3.51995, -1.96731], [2.11453, -3.36913, -0.51869], [3.18625, 0.04246, -1.97174], [3.88504, -0.10518, -0.61874], [2.92669, -0.24400, 0.47740], [-1.83524, 0.39269, -0.59578], [-2.62009, -1.00829, -0.92750], [-2.78443, -1.81516, -2.98580], [-2.02077, 0.40638, -2.89409], [0.73944, -1.62917, -3.51809], [1.59735, -0.21577, -4.08660], [2.97547, -2.43146, -3.68106], [3.97408, -2.21579, -2.25038], [1.31526, -3.68380, -2.40243], [2.92371, -4.38088, -2.22793], [1.63601, -4.17586, -0.14435], [3.00111, -3.27772, -0.03700], [3.96302, 0.11307, -2.75161], [2.61524, 0.96753, -1.96003], [4.52440, -0.99147, -0.61984], [4.54615, 0.76153, -0.49698], [3.36864, -0.48898, 1.35277], [2.40419, 0.60787, 0.66100], [0.50903, 0.69529, -1.28327], [0.10046, 0.25170, -2.53547], [-1.71057, -1.63979, -3.21393], [-1.57941, -1.39296, -4.68793], [-1.29129, -2.43086, -5.56006], [-0.95943, -3.71035, -5.09633], [-0.83939, -3.95289, -3.73700], [-1.05128, -2.94788, -2.74920], [-0.77218, -3.13075, -1.54208], [-1.27157, -2.19182, -6.97808], [-1.49920, -1.05406, -7.37516], [-0.97543, -3.10424, -7.75078], [0.00874, 1.11553, -3.20363], [-1.77975, -0.39947, -5.06827], [-0.76787, -4.48497, -5.82530], [-0.52001, -4.92577, -3.37978], [-1.22397, -4.04971, 3.63274], [-1.02637, -4.56392, 2.35968], [-0.53041, -3.72848, 1.37351], [-0.22541, -2.45154, 1.61490], [-0.42368, -1.94535, 2.83407], [-0.92584, -2.71838, 3.87185], [-1.61428, -4.67757, 4.42538], [-1.26700, -5.59317, 2.12460], [-0.42160, -4.05197, 0.34368], [-0.13992, -0.89931, 2.94915], [-1.07697, -2.27130, 4.84671], [0.66563, 0.64260, 1.98181], [-0.07933, 2.02140, 2.18262], [-1.80653, 2.09831, 1.39037], [-2.12392, 2.87946, 0.27371], [-3.38985, 2.83601, -0.30595], [-4.36912, 2.00375, 0.22127], [-4.07812, 1.21860, 1.33238], [-2.81417, 1.27252, 1.90567], [0.86118, 3.55875, 1.57265], [2.17179, 3.42706, 1.10175], [2.90502, 4.51866, 0.64981], [2.33873, 5.78663, 0.66103], [1.04032, 5.94966, 1.12900], [0.31753, 4.84995, 1.57578], [-0.45451, 2.32329, 4.02746], [-1.31027, 3.33791, 4.47464], [-1.57226, 3.52662, 5.82659], [-0.98908, 2.68904, 6.77280], [-0.14922, 1.66583, 6.35442], [0.11128, 1.49099, 4.99812], [-1.36074, 3.50821, -0.17258], [-3.60893, 3.44325, -1.17681], [-5.35059, 1.96301, -0.23566], [-4.83528, 0.56263, 1.74698], [-2.60125, 0.65392, 2.77598], [2.63347, 2.44443, 1.10154], [3.91562, 4.38058, 0.28413], [2.90235, 6.64145, 0.30690], [0.58881, 6.93493, 1.14291], [-0.70048, 5.00765, 1.92055], [-1.80633, 3.98194, 3.75232], [-2.23648, 4.32226, 6.14265], [-1.19315, 2.83225, 7.82729], [0.30252, 1.00512, 7.08562], [0.77805, 0.69355, 4.67521]],
  "mulliken_spin": [0.002, 0.002, 0.017, 0.041, 0.006, 0.007, 0.023, 0.001, 0.003, -0.001, 0.000, -0.002, -0.001, 0.077, -0.007, 0.012, -0.038, -0.001, 0.001, -0.003, -0.001, -0.001, 0.000, 0.000, 0.001, 0.000, 0.000, 0.000, 0.000, -0.002, 0.016, 0.009, 0.457, -0.046, 0.204, 0.023, 0.054, 0.088, 0.010, -0.007, 0.045, -0.017, 0.020, 0.008, -0.001, 0.000, -0.002, -0.002, 0.000, 0.001, 0.000, 0.000, 0.000, 0.003, 0.000, 0.000, 0.000, 0.000, 0.000, 0.000, 0.000, 0.000, 0.000, 0.000, 0.000, 0.000, 0.000, 0.000, 0.000, 0.000, 0.000, 0.000, 0.000, 0.000, 0.000, 0.000, 0.000, 0.000, 0.000, 0.000, 0.000, 0.000, 0.000, 0.000, 0.000, 0.000, 0.000, 0.000, 0.000, 0.000, 0.000]
}

{
  "formula": "C3H9NO2",
  "method": "the ωB97M-V functional and the def2-TZVPD basis",
  "e_homo_ev": -9.1,
  "smiles": "CC(N)=O.CO",
  "orbital_gap_ev": 10.01,
  "lumo_energy_ev": 0.9,
  "symbols": ["C", "C", "C", "H", "H", "H", "H", "H", "H", "H", "H", "H", "N", "O", "O"],
  "coordinates": [[1.10815, 0.09559, 0.40409], [2.08975, -0.90754, -0.20284], [-2.69415, 0.13615, 0.07901], [0.91962, 2.27723, 0.54948], [2.02419, 1.63985, -0.72535], [2.49078, -1.62456, 0.51151], [2.99863, -0.37723, -0.63503], [1.51033, -1.62748, -0.87668], [-1.50092, -1.29342, -0.36428], [-2.53795, 1.19378, 0.09663], [-3.39634, -0.04487, -0.75102], [-3.11019, -0.18776, 1.02220], [1.23452, 1.40693, -0.03408], [0.29280, -0.32523, 1.13000], [-1.42921, -0.36142, -0.20363]],
  "nbo_charge": [0.673, -0.722, -0.241, 0.410, 0.392, 0.238, 0.201, 0.235, 0.458, 0.175, 0.152, 0.161, -0.872, -0.562, -0.698]
}